{"formula": "C4H12NO3", "method": "ωB97M-V/def2-TZVPD", "symbols": ["C", "C", "C", "C", "N", "O", "O", "O", "H", "H", "H", "H", "H", "H", "H", "H", "H", "H", "H", "H"], "coordinates": [[-1.028, -1.141, -1.322], [-1.223, -0.159, 0.992], [0.870, -0.168, -0.209], [1.312, 1.736, 1.079], [-0.554, -0.188, -0.297], [1.438, -1.395, 0.426], [2.586, 1.918, 0.616], [0.471, 2.644, 0.482], [-0.673, -0.760, -2.355], [-0.582, -2.013, -1.164], [-2.014, -1.140, -1.447], [-0.792, -0.970, 1.609], [-1.061, 0.830, 1.653], [-2.338, -0.144, 0.786], [1.272, 0.159, -1.126], [1.047, 1.350, 2.064], [-0.652, 0.755, -0.880], [1.455, -2.174, -0.131], [3.125, 1.241, 1.000], [0.760, 2.939, -0.414]], "energy_ev": -11964.2620, "relative_energy_kcal_mol": 123.0, "total_charge": 1}

{"formula": "C4H12O3", "method": "ωB97M-V/def2-TZVPD", "symbols": ["C", "O", "C", "C", "C", "O", "H", "H", "H", "H", "H", "H", "H", "H", "H", "H", "H", "H", "O"], "coordinates": [[1.257, 1.200, -0.432], [1.866, 2.318, 0.204], [0.278, 0.575, 0.527], [-0.970, 0.047, -0.145], [-2.157, -0.190, 0.775], [-0.616, -1.152, -0.888], [2.017, 0.491, -0.768], [0.768, 1.489, -1.365], [2.208, 2.918, -0.467], [-0.038, 1.330, 1.267], [0.764, -0.225, 1.096], [-1.290, 0.786, -0.872], [-3.062, -0.404, 0.227], [-2.332, 0.737, 1.320], [-1.968, -0.940, 1.544], [-1.399, -1.359, -1.430], [1.229, -1.838, -0.084], [1.556, -3.248, -0.529], [1.890, -2.534, 0.021]], "energy_ev": -10484.7014, "relative_energy_kcal_mol": 10.1, "total_charge": 0, "smiles": "C[C@H](O)CCO.O"}

{"formula": "C5H11N2O", "method": "ωB97M-V/def2-TZVPD", "symbols": ["C", "C", "C", "C", "C", "N", "N", "O", "H", "H", "H", "H", "H", "H", "H", "H", "H", "H", "H"], "coordinates": [[1.018, -1.104, 0.312], [-0.139, -1.793, -0.364], [1.276, 0.218, -0.258], [-1.253, 0.620, 0.085], [-1.983, 1.880, 0.025], [-1.403, -1.671, 0.343], [2.302, 0.883, 0.227], [-1.931, -0.365, 0.476], [0.935, -0.934, 1.412], [1.875, -1.926, 0.279], [-0.165, -1.408, -1.526], [-0.010, -2.813, -0.450], [0.938, 0.440, -1.332], [-2.875, 1.789, 0.516], [-2.241, 2.028, -1.098], [-1.295, 2.691, 0.464], [-2.215, -2.269, 0.184], [2.844, 1.665, -0.088], [2.577, 0.656, 1.135]], "energy_ev": -10379.1616, "relative_energy_kcal_mol": 148.6, "total_charge": 1}

{"formula": "C4H12BF4NO2S2", "method": "ωB97M-V/def2-TZVPD", "symbols": ["C", "C", "S", "C", "N", "S", "C", "O", "O", "H", "H", "H", "H", "H", "H", "H", "H", "H", "H", "H", "H", "B", "F", "F", "F", "F"], "coordinates": [[-0.922, 0.649, 1.282], [-1.418, 1.669, 0.269], [-0.695, 1.518, -1.414], [0.017, -0.133, -1.444], [1.248, -0.041, -2.340], [2.844, -0.230, -1.523], [2.804, 0.989, -0.260], [3.765, 0.146, -2.538], [2.847, -1.553, -1.017], [-1.056, 1.080, 2.275], [-1.539, -0.251, 1.271], [0.139, 0.413, 1.202], [-2.490, 1.573, 0.126], [-1.188, 2.682, 0.596], [-0.639, -0.881, -1.883], [0.334, -0.497, -0.471], [1.254, 0.885, -2.784], [1.224, -0.732, -3.097], [1.825, 1.052, 0.206], [3.082, 1.933, -0.722], [3.580, 0.671, 0.436], [-3.018, -2.209, 2.381], [-3.219, -1.414, 1.202], [-4.232, -2.455, 3.009], [-2.384, -3.404, 2.016], [-2.161, -1.460, 3.223]], "energy_ev": -43147.6774, "total_charge": 0}

Q: What is the formula in the first record?
A: C4H12NO3